Record 1
{"formula": "C4H12N2", "method": "ωB97M-V with the def2-TZVPD basis set", "elements": ["C", "N", "C", "C", "N", "C", "H", "H", "H", "H", "H", "H", "H", "H", "H", "H", "H", "H"], "coordinates": [[0.40, -0.47, 2.04], [1.22, -1.14, 1.01], [0.87, -1.01, -0.45], [-0.44, -0.35, -0.85], [-0.29, 1.09, -1.07], [-1.54, 1.83, -0.90], [-0.68, -0.55, 1.92], [0.72, 0.57, 2.04], [0.62, -0.91, 3.02], [1.31, -2.11, 1.25], [1.67, -0.32, -0.78], [0.99, -1.96, -0.96], [-0.77, -0.80, -1.80], [-1.28, -0.49, -0.17], [0.43, 1.46, -0.48], [-1.34, 2.89, -0.79], [-2.14, 1.61, -1.79], [-2.15, 1.52, -0.05]], "lowdin_spin": [0.303, 0.027, 0.091, 0.083, 0.012, 0.104, 0.059, 0.041, 0.071, 0.051, 0.005, 0.029, 0.019, 0.029, 0.016, 0.017, 0.011, 0.033], "relative_energy_kj_mol": 103.6, "energy_ha": -269.014156, "charge": -1, "lumo_energy_ha": [0.1550, 0.1580], "homo_lumo_gap_ev": [2.8, 9.1], "s_squared": 0.75, "spin_multiplicity": 2}

=====

Record 2
{"formula": "C37H27Cl2FLuN4O2P", "method": "ωB97M-V with the def2-TZVPD basis set", "elements": ["Lu", "Cl", "C", "C", "C", "N", "C", "O", "C", "C", "C", "C", "C", "N", "C", "C", "C", "Cl", "N", "C", "O", "C", "C", "C", "C", "C", "N", "H", "H", "H", "H", "H", "H", "H", "H", "H", "H", "C", "P", "C", "C", "C", "C", "C", "C", "C", "C", "C", "C", "C", "C", "H", "H", "H", "H", "H", "H", "H", "H", "H", "H", "H", "H", "H", "F", "C", "C", "C", "C", "C", "C", "H", "H", "H", "H"], "coordinates": [[-1.29, -0.28, 0.62], [-2.16, -5.68, -3.73], [-1.82, -4.80, -2.28], [-2.28, -3.49, -2.18], [-2.02, -2.74, -1.04], [-2.44, -1.41, -0.85], [-3.26, -0.73, -1.68], [-3.66, -1.02, -2.80], [-3.71, 0.60, -1.07], [-4.34, 1.53, -1.89], [-4.76, 2.72, -1.31], [-4.53, 2.94, 0.04], [-3.88, 1.97, 0.77], [-3.49, 0.81, 0.23], [-1.29, -3.32, 0.03], [-0.84, -4.62, -0.09], [-1.11, -5.36, -1.24], [-0.51, -6.99, -1.32], [-1.07, -2.48, 1.15], [-0.21, -2.79, 2.13], [0.44, -3.82, 2.32], [0.03, -1.65, 3.13], [0.87, -1.87, 4.21], [1.12, -0.81, 5.07], [0.54, 0.42, 4.83], [-0.27, 0.56, 3.72], [-0.52, -0.45, 2.89], [-2.83, -3.05, -3.00], [-4.48, 1.29, -2.93], [-5.25, 3.47, -1.92], [-4.83, 3.86, 0.52], [-3.64, 2.12, 1.81], [-0.29, -5.08, 0.71], [1.31, -2.85, 4.33], [1.77, -0.95, 5.93], [0.72, 1.27, 5.48], [-0.72, 1.52, 3.48], [2.16, -2.48, -0.25], [1.49, -0.79, -0.15], [2.65, 0.13, 0.90], [3.49, -0.56, 1.78], [4.30, 0.12, 2.67], [4.30, 1.51, 2.68], [3.48, 2.21, 1.81], [2.66, 1.52, 0.92], [1.69, -0.18, -1.85], [0.75, -0.62, -2.78], [0.79, -0.17, -4.09], [1.76, 0.74, -4.48], [2.71, 1.18, -3.56], [2.67, 0.72, -2.26], [3.20, -2.45, -0.56], [1.57, -3.01, -1.00], [2.05, -3.02, 0.69], [3.50, -1.65, 1.78], [4.95, -0.43, 3.34], [4.94, 2.04, 3.37], [3.47, 3.29, 1.80], [2.01, 2.08, 0.26], [-0.04, -1.31, -2.49], [0.05, -0.52, -4.80], [1.79, 1.11, -5.50], [3.47, 1.88, -3.86], [3.41, 1.07, -1.55], [-0.04, 5.81, -1.48], [-0.25, 4.55, -1.01], [-0.28, 4.35, 0.35], [-0.49, 3.05, 0.81], [-0.68, 1.95, -0.03], [-0.65, 2.24, -1.40], [-0.43, 3.52, -1.91], [-0.13, 5.19, 1.02], [-0.47, 2.93, 1.89], [-0.79, 1.46, -2.14], [-0.40, 3.72, -2.97]], "lowdin_charge": [1.594, 0.664, -0.684, -0.043, -0.225, -0.068, -0.477, 0.049, -0.206, 0.013, -0.031, -0.041, -0.132, 0.000, -0.220, -0.050, -0.682, 0.660, -0.052, -0.517, 0.015, -0.191, 0.011, -0.034, -0.041, -0.117, -0.008, 0.097, 0.122, 0.113, 0.108, 0.112, 0.098, 0.122, 0.115, 0.110, 0.096, -0.226, 0.972, -0.365, -0.093, -0.083, -0.086, -0.072, -0.106, -0.374, -0.119, -0.073, -0.078, -0.073, -0.079, 0.062, 0.050, 0.032, 0.096, 0.104, 0.102, 0.107, 0.091, 0.093, 0.110, 0.104, 0.105, 0.100, 0.039, -0.295, -0.032, -0.181, -0.300, -0.157, -0.015, 0.111, 0.061, 0.078, 0.115], "relative_energy_kj_mol": 0.0, "energy_ha": -4392.971775, "charge": 0, "lumo_energy_ha": -0.0142, "homo_lumo_gap_ev": 7.2, "spin_multiplicity": 1}

=====

Record 3
{"formula": "C3H6IN3", "method": "ωB97M-V with the def2-TZVPD basis set", "elements": ["C", "C", "C", "N", "N", "N", "I", "H", "H", "H", "H", "H", "H"], "coordinates": [[-0.82, -1.86, -0.34], [0.61, -0.04, 0.68], [0.34, 1.33, 0.03], [-1.24, -1.36, 0.85], [-0.61, -0.52, 1.46], [0.97, -0.92, -0.37], [2.26, -2.51, 0.06], [-0.46, -2.93, -0.28], [-1.33, -1.60, -1.27], [1.46, -0.17, 1.45], [1.01, 1.42, -0.85], [0.73, 2.14, 0.69], [-0.69, 1.29, -0.43]], "lowdin_spin": [0.004, 0.063, 0.034, -0.004, 0.028, 0.821, 1.025, 0.008, 0.001, 0.010, 0.005, 0.007, 0.000], "relative_energy_kj_mol": 82.7, "energy_ha": -579.625879, "charge": 0, "lumo_energy_ha": [0.0098, -0.0937], "homo_lumo_gap_ev": [6.5, 6.6], "s_squared": 2.01, "spin_multiplicity": 3}

=====

Record 4
{"formula": "C22H46FN3O2S2Ta", "method": "ωB97M-V with the def2-TZVPD basis set", "elements": ["C", "O", "C", "C", "C", "C", "C", "C", "C", "Ta", "S", "C", "C", "C", "N", "C", "C", "C", "C", "C", "C", "C", "S", "C", "N", "N", "C", "O", "C", "C", "F", "H", "H", "H", "H", "H", "H", "H", "H", "H", "H", "H", "H", "H", "H", "H", "H", "H", "H", "H", "H", "H", "H", "H", "H", "H", "H", "H", "H", "H", "H", "H", "H", "H", "H", "H", "H", "H", "H", "H", "H", "H", "H", "H", "H", "H", "H"], "coordinates": [[4.60, 2.70, 3.67], [4.76, 1.28, 3.59], [5.14, 0.96, 2.24], [5.33, -0.60, 2.06], [4.15, -1.12, 1.16], [4.46, -2.51, 0.48], [3.08, -3.02, -0.14], [2.64, -2.21, -1.41], [1.04, -2.09, -1.51], [0.30, -0.01, -0.89], [-1.92, -0.26, -2.14], [1.40, 0.81, -2.76], [0.51, 0.94, -4.05], [-0.40, 2.22, -4.09], [0.47, 3.41, -4.32], [-0.60, -0.70, 1.11], [-0.79, -2.23, 1.36], [-1.79, -3.00, 0.43], [-3.30, -2.92, 0.82], [-3.82, -1.50, 1.23], [-5.40, -1.53, 1.17], [-6.04, -0.77, 2.38], [-5.47, 0.97, 2.52], [-5.50, 1.71, 0.90], [-4.75, 1.55, -0.17], [-5.18, 2.41, -1.14], [-6.19, 3.06, -0.61], [-6.46, 2.68, 0.66], [-0.36, 2.16, -0.26], [0.69, 3.26, -0.59], [-1.69, 2.49, -0.67], [4.62, 3.17, 2.65], [5.46, 3.16, 4.23], [3.62, 2.98, 4.12], [6.05, 1.53, 1.90], [4.28, 1.28, 1.59], [5.23, -1.09, 3.06], [6.30, -0.85, 1.58], [4.06, -0.39, 0.32], [3.18, -1.15, 1.70], [5.25, -2.42, -0.30], [4.76, -3.23, 1.27], [3.08, -4.11, -0.33], [2.32, -2.80, 0.65], [3.08, -1.18, -1.41], [3.06, -2.72, -2.32], [0.80, -2.26, -2.59], [0.65, -2.96, -0.94], [1.89, 0.29, 0.04], [-2.88, 0.30, -1.33], [1.97, 1.75, -2.58], [2.18, 0.03, -3.01], [-0.05, 0.01, -4.31], [1.22, 1.08, -4.92], [-1.06, 2.15, -4.99], [-1.06, 2.32, -3.20], [0.25, 4.17, -3.68], [1.45, 3.15, -4.24], [-1.53, -0.09, 1.26], [0.10, -0.33, 1.92], [0.19, -2.76, 1.33], [-1.17, -2.37, 2.41], [-1.65, -2.75, -0.65], [-1.51, -4.09, 0.50], [-3.58, -3.66, 1.62], [-3.89, -3.21, -0.09], [-3.42, -1.27, 2.24], [-3.48, -0.70, 0.55], [-5.72, -0.99, 0.25], [-5.74, -2.60, 1.13], [-7.15, -0.86, 2.37], [-5.69, -1.29, 3.31], [-6.78, 3.86, -1.09], [-0.40, 2.11, 0.87], [0.81, 3.47, -1.68], [0.35, 4.22, -0.11], [1.67, 3.00, -0.12]], "lowdin_charge": [-0.130, -0.207, -0.237, -0.158, -0.242, -0.203, -0.227, -0.322, -0.374, 1.590, 0.272, -0.382, -0.341, -0.312, -0.038, -0.399, -0.313, -0.248, -0.216, -0.236, -0.253, -0.476, 0.943, -0.613, 0.049, 0.063, -0.169, 0.002, -0.504, -0.167, -0.207, 0.082, 0.086, 0.089, 0.121, 0.110, 0.111, 0.105, 0.075, 0.112, 0.108, 0.100, 0.102, 0.079, 0.043, 0.095, 0.036, 0.020, -0.062, -0.266, 0.019, 0.025, 0.064, 0.092, 0.094, 0.067, 0.043, 0.044, 0.022, 0.029, 0.070, 0.097, 0.054, 0.103, 0.109, 0.109, 0.104, 0.060, 0.102, 0.106, 0.071, 0.081, 0.135, 0.066, 0.026, 0.061, 0.056], "energy_ha": -2133.654736, "charge": -1, "lumo_energy_ha": 0.0854, "homo_lumo_gap_ev": 6.9, "spin_multiplicity": 1}

=====

Record 5
{"formula": "C5H8O", "method": "ωB97M-V with the def2-TZVPD basis set", "elements": ["C", "C", "O", "C", "C", "C", "H", "H", "H", "H", "H", "H", "H", "H"], "coordinates": [[1.84, -0.37, 0.20], [0.48, 0.10, -0.27], [-0.38, -1.01, -0.33], [-1.71, -0.65, -0.52], [-1.40, 1.31, 1.01], [-0.15, 1.14, 0.65], [2.26, -1.10, -0.49], [2.54, 0.48, 0.26], [1.76, -0.83, 1.20], [0.57, 0.55, -1.27], [-1.87, -0.09, -1.45], [-2.33, -1.54, -0.47], [-2.08, 0.02, 0.33], [0.49, 1.91, 1.10]], "lowdin_charge": [-0.039, -0.420, -0.129, -0.112, 0.150, -0.207, 0.084, 0.084, 0.091, 0.151, 0.113, 0.110, 0.015, 0.109], "relative_energy_kj_mol": 426.0, "energy_ha": -270.395650, "charge": 0, "lumo_energy_ha": 0.0103, "homo_lumo_gap_ev": 10.3, "spin_multiplicity": 1}

=====

Record 6
{"formula": "C33H42AlAsClN5O4SSi2", "method": "ωB97M-V with the def2-TZVPD basis set", "elements": ["Al", "O", "C", "O", "C", "C", "Cl", "N", "N", "C", "C", "O", "O", "C", "C", "C", "C", "C", "C", "H", "H", "H", "H", "H", "H", "N", "C", "C", "C", "C", "C", "C", "C", "C", "C", "C", "C", "C", "C", "H", "H", "H", "H", "H", "H", "H", "H", "H", "H", "C", "N", "C", "S", "N", "C", "H", "H", "H", "H", "H", "H", "H", "H", "C", "Si", "C", "C", "As", "Si", "C", "C", "C", "H", "H", "H", "H", "H", "H", "H", "H", "H", "H", "H", "H", "H", "H", "H", "H", "H", "H"], "coordinates": [[0.77, -0.07, 0.16], [0.48, -3.75, 4.55], [-0.21, -4.23, 3.54], [-0.98, -5.17, 3.61], [-0.06, -3.53, 2.23], [-0.83, -3.87, 1.12], [-1.56, -5.33, 0.64], [-0.81, -2.84, 0.24], [0.00, -1.85, 0.73], [0.42, -2.26, 1.89], [1.19, -1.23, 2.67], [1.57, -1.47, 3.78], [1.38, -0.16, 2.01], [-1.76, -2.51, -0.81], [-3.10, -2.67, -0.64], [-4.03, -2.26, -1.62], [-3.52, -1.70, -2.75], [-2.16, -1.46, -2.90], [-1.24, -1.89, -1.93], [1.01, -2.89, 4.41], [-3.44, -3.01, 0.33], [-5.08, -2.41, -1.32], [-4.20, -1.30, -3.48], [-1.81, -0.93, -3.82], [-0.13, -1.83, -2.20], [-0.90, 0.66, 0.05], [-2.08, 0.89, 0.45], [-2.71, 0.25, 1.68], [-1.89, 0.05, 2.81], [-2.23, -0.85, 3.87], [-3.50, -1.39, 3.81], [-4.37, -1.12, 2.79], [-3.97, -0.37, 1.73], [-2.90, 1.97, -0.22], [-2.71, 2.14, -1.60], [-3.54, 3.11, -2.21], [-4.49, 3.76, -1.53], [-4.60, 3.61, -0.13], [-3.82, 2.65, 0.50], [-0.81, 0.41, 2.79], [-1.55, -1.04, 4.68], [-3.74, -2.10, 4.65], [-5.34, -1.50, 2.74], [-4.66, -0.35, 0.88], [-1.93, 1.58, -2.04], [-3.67, 3.21, -3.31], [-5.20, 4.41, -2.03], [-5.32, 4.27, 0.38], [-3.92, 2.36, 1.56], [0.37, 3.02, 3.13], [1.44, 2.70, 2.26], [1.39, 2.99, 0.96], [1.98, 1.98, -0.20], [0.62, 3.98, 0.54], [0.01, 5.11, 1.10], [0.38, 2.22, 3.98], [-0.57, 2.91, 2.64], [0.44, 3.92, 3.63], [2.07, 1.99, 2.55], [0.52, 3.85, -0.48], [-1.03, 4.89, 1.42], [-0.01, 5.88, 0.32], [0.52, 5.51, 1.92], [3.46, -1.05, -4.70], [2.48, 0.05, -3.57], [3.56, 1.62, -3.47], [0.78, 0.54, -4.30], [2.10, -1.26, -1.56], [4.19, -1.52, -0.46], [5.45, -2.75, -1.25], [3.91, -2.16, 1.29], [5.19, 0.10, -0.21], [3.86, -0.34, -5.53], [3.00, -1.82, -5.24], [4.24, -1.44, -4.09], [3.32, 2.14, -4.40], [4.64, 1.34, -3.48], [3.31, 2.30, -2.61], [0.06, -0.23, -4.27], [0.96, 0.80, -5.41], [0.33, 1.30, -3.66], [4.93, -3.66, -1.47], [6.04, -2.90, -0.36], [6.03, -2.32, -2.05], [3.27, -2.98, 1.28], [3.52, -1.42, 1.95], [4.88, -2.56, 1.69], [5.28, 0.69, -1.11], [6.22, -0.14, -0.12], [4.78, 0.72, 0.59]], "lowdin_charge": [-0.303, 0.125, -0.505, 0.071, -0.020, -0.553, 0.829, 0.010, 0.092, -0.130, -0.574, 0.109, -0.041, -0.208, -0.044, -0.063, -0.101, -0.064, -0.052, 0.098, 0.110, 0.123, 0.109, 0.105, 0.006, 0.128, -0.271, -0.160, -0.017, -0.053, -0.087, -0.099, -0.062, -0.185, 0.006, -0.100, -0.121, -0.064, -0.062, 0.101, 0.104, 0.124, 0.091, 0.123, 0.078, 0.113, 0.104, 0.109, 0.119, -0.076, -0.003, -0.778, 0.820, -0.034, -0.073, 0.139, 0.074, 0.059, 0.115, 0.127, 0.097, 0.105, 0.072, -0.240, 0.270, -0.234, -0.210, 0.787, 0.279, -0.208, -0.205, -0.217, 0.072, 0.005, -0.002, 0.015, 0.035, -0.016, -0.041, 0.071, 0.014, 0.012, 0.011, 0.019, -0.006, 0.006, 0.066, -0.001, 0.008, 0.017], "relative_energy_kj_mol": 16.4, "energy_ha": -5773.187700, "charge": 0, "lumo_energy_ha": 0.0074, "homo_lumo_gap_ev": 7.6, "spin_multiplicity": 1}